Molecular formula: C2H3N3O2
Method: DFT, wB97M-V/def2-TZVPD

Cartesian coordinates (Å):
C 1.613 -0.550 -0.108
C 0.101 0.774 -0.056
H -2.371 -1.117 0.410
H 2.638 -1.099 -0.141
H -1.589 1.854 -0.113
N -0.493 -0.327 0.211
N 1.542 0.677 -0.111
N -0.427 1.869 0.060
O -1.614 -0.857 -0.281
O 0.601 -1.223 0.131

Its total charge is 0. As for the spin multiplicity: 1. As for the highest occupied orbital energy: -8.993 eV. The total energy comes out at -392.54982 Eh. For the LUMO energy, the calculation gives 0.096 eV. The calculation puts the energy above the lowest of the compared OMol25 structures with the same formula, charge and spin at 639.9 kJ/mol.

Molecular formula: C2H3N3O2
Method: DFT, wB97M-V/def2-TZVPD

Cartesian coordinates (Å):
O 2.364 0.382 0.524
N 1.760 0.255 -0.509
C 0.338 -0.052 -0.440
N -0.422 -0.002 0.870
C -0.035 -0.790 1.867
N 0.418 -1.896 2.310
O -0.244 -0.804 3.161
H -0.223 0.652 -1.001
H 0.263 -1.150 -0.789
H -0.892 0.948 1.091

Its total charge is 0. As for the spin multiplicity: 1. As for the highest occupied orbital energy: -8.688 eV. The total energy comes out at -392.53451 Eh. For the LUMO energy, the calculation gives -0.744 eV. The calculation puts the energy above the lowest of the compared OMol25 structures with the same formula, charge and spin at 680.1 kJ/mol.